# 1
113
Properties=species:S:1:pos:R:3:forces:R:3 method="wB97M-V/def2-TZVPD" multiplicity=2 s2=0.762 orbital_gap_ev="4.21 / 6.95" energy_ev=-160630.1745 charge=-1 e_lumo_ev="2.02 / 2.02" fmax_ev_per_a=0.59
Hg 0.112283 -0.392583 -0.230920 0.01 -0.58 0.09
C 0.362290 4.468380 4.529883 -0.02 -0.03 0.00
C 0.123833 3.383309 5.362300 0.01 -0.04 -0.02
C 0.072426 2.097321 4.837803 0.04 0.08 0.02
C 0.265178 1.882961 3.475380 -0.02 -0.05 0.08
C 0.519990 2.978253 2.649581 -0.02 0.01 0.01
C 0.565838 4.262643 3.171554 0.03 -0.02 0.02
P 0.211971 0.251952 2.638089 -0.13 0.21 0.11
C -0.678244 -0.825680 3.808527 -0.03 0.02 -0.02
C -0.299705 -2.144948 4.048053 -0.01 0.01 0.05
C -1.120232 -2.994027 4.781151 -0.02 0.02 -0.02
C -2.339501 -2.547343 5.269484 0.02 0.01 -0.01
C -2.741052 -1.240273 5.015743 0.04 0.00 -0.06
C -1.921348 -0.391620 4.285840 0.00 -0.02 0.01
C 1.975639 -0.217460 2.754336 -0.03 -0.09 -0.02
C 2.556337 -0.461134 3.973858 0.07 -0.05 -0.04
C 3.935116 -0.724860 4.083238 -0.05 0.00 0.05
C 4.715558 -0.691852 2.964088 0.01 0.04 -0.04
C 4.161363 -0.420585 1.690485 -0.08 0.04 -0.03
C 4.997153 -0.347573 0.546989 -0.03 0.00 0.03
C 4.459737 -0.083110 -0.675160 0.02 0.01 0.00
C 3.060333 0.065819 -0.819332 0.15 0.11 -0.11
C 2.194886 -0.006038 0.241412 -0.12 0.04 -0.01
C 2.755950 -0.214394 1.549461 0.05 0.01 0.01
H 0.380860 5.471211 4.939159 0.03 -0.01 -0.01
H -0.016503 3.536439 6.426086 -0.03 0.00 -0.02
H -0.122523 1.259504 5.497488 0.01 0.01 -0.02
H 0.677642 2.812363 1.588260 -0.04 0.03 0.02
H 0.748105 5.106148 2.517075 0.01 -0.02 0.00
H 0.637199 -2.513832 3.649145 0.01 0.01 0.03
H -0.807364 -4.014934 4.965839 0.01 0.02 -0.02
H -2.976174 -3.212504 5.840213 0.01 0.01 -0.01
H -3.697150 -0.886822 5.385010 0.03 0.02 0.00
H -2.238981 0.627091 4.077780 0.00 -0.03 0.05
H 1.945865 -0.448903 4.870696 0.02 0.02 -0.01
H 4.370550 -0.932264 5.054042 -0.01 0.01 -0.03
H 5.784838 -0.863722 3.033682 -0.02 0.00 0.00
H 6.063245 -0.503225 0.668546 0.01 0.01 0.01
H 5.097516 -0.015371 -1.548820 -0.01 -0.01 0.00
H 2.664372 0.226985 -1.816676 -0.01 -0.07 0.01
C -4.570925 -7.863995 -1.144108 0.02 0.01 -0.01
C -5.219206 -6.474788 -1.232440 0.02 0.06 0.02
C -5.499542 -6.172971 -2.706655 0.03 0.02 0.04
C -6.560949 -6.485083 -0.484349 0.02 0.01 0.01
C -4.284491 -5.434325 -0.601195 0.02 -0.03 0.00
C -3.936852 -5.553129 0.750138 0.00 0.01 0.00
C -3.071111 -4.664518 1.386219 -0.02 -0.02 0.05
C -2.563087 -3.637467 0.622757 0.09 0.06 0.00
O -1.678420 -2.645067 0.964861 -0.16 -0.04 0.07
B -1.471993 -1.878621 -0.198641 0.20 0.11 -0.06
O -2.260703 -2.402447 -1.228673 -0.11 -0.14 0.01
C -2.905014 -3.500065 -0.706807 0.03 0.12 -0.08
C -3.753193 -4.377190 -1.345594 -0.04 0.01 -0.07
H -5.216707 -8.616331 -1.608262 0.03 0.04 0.03
H -4.394993 -8.157785 -0.107049 -0.01 0.01 -0.04
H -3.608690 -7.866566 -1.662125 -0.05 -0.02 0.02
H -6.158505 -6.942186 -3.116503 0.01 0.03 0.01
H -4.580679 -6.167777 -3.297611 -0.06 0.00 0.01
H -5.993575 -5.204824 -2.827059 0.03 -0.04 -0.02
H -7.258317 -7.178971 -0.963980 0.03 0.02 0.03
H -7.005187 -5.486222 -0.491203 0.00 -0.05 -0.01
H -6.438571 -6.791715 0.557177 -0.01 0.02 -0.05
H -4.343860 -6.373691 1.330887 0.02 0.03 -0.02
H -2.798978 -4.775075 2.429557 -0.03 0.01 -0.05
H -3.979261 -4.227936 -2.393241 0.02 -0.02 0.06
C -3.420029 0.528406 -2.281981 -0.02 -0.02 0.03
N -3.933106 0.205851 -0.964352 0.10 -0.06 -0.14
C -3.433409 0.694068 0.193805 -0.25 0.02 -0.06
Se -2.247337 2.063074 0.421822 0.10 0.06 -0.02
N -4.049359 0.013660 1.191622 -0.01 -0.15 0.16
C -4.952783 -0.909450 0.682312 0.16 0.18 0.08
C -5.800303 -1.821678 1.280809 -0.03 -0.04 0.13
C -6.613439 -2.567372 0.442062 -0.03 -0.01 -0.05
C -6.565915 -2.410167 -0.944882 -0.03 -0.03 0.00
C -5.692714 -1.513460 -1.541601 0.00 -0.07 -0.13
C -4.889629 -0.768944 -0.699438 0.17 0.16 -0.08
H -2.401807 0.888716 -2.169886 0.07 -0.01 0.03
H -4.025528 1.307831 -2.749114 -0.04 -0.02 -0.01
H -3.397200 -0.366785 -2.899205 -0.05 0.01 0.01
H -3.793793 0.147674 2.155060 0.02 -0.02 0.02
H -5.824588 -1.952009 2.355907 0.00 0.01 -0.04
H -7.296877 -3.285468 0.875318 0.01 -0.03 -0.02
H -7.214490 -3.010327 -1.570573 0.01 -0.02 0.01
H -5.618590 -1.417651 -2.618159 -0.03 0.01 0.04
C -6.007406 0.096887 -6.053335 0.10 0.02 -0.01
C -4.931246 1.169641 -5.892232 0.05 -0.22 -0.02
S -3.342467 0.401812 -6.219726 0.00 0.02 -0.05
O -3.306998 0.105782 -7.627691 0.01 -0.02 0.02
O -3.175927 -0.646383 -5.245089 0.04 0.02 -0.02
C -2.189892 1.726138 -5.888113 0.11 -0.23 0.23
C -0.714580 1.317651 -6.031868 0.01 0.01 -0.02
N -0.174544 0.559151 -4.917212 -0.32 0.15 -0.03
C -0.063887 1.031623 -3.628940 0.10 -0.05 -0.08
N 0.314145 0.079531 -2.812991 -0.05 0.01 -0.04
C 0.451504 -1.070423 -3.562379 -0.07 0.12 0.09
C 0.158067 -0.794774 -4.880320 0.07 0.10 0.13
N 0.259440 -1.611413 -5.970265 -0.04 -0.24 -0.44
O 0.177284 -1.093899 -7.165301 0.02 -0.28 0.47
O 0.489787 -2.854358 -5.748650 -0.04 0.46 -0.13
C -0.255374 2.463564 -3.242331 -0.03 -0.08 -0.03
H -7.001577 0.516972 -5.898884 0.04 0.01 0.00
H -5.844137 -0.708568 -5.336212 -0.04 0.06 0.00
H -5.956328 -0.338769 -7.052118 -0.05 0.06 0.02
H -4.893810 1.565494 -4.875876 -0.05 0.05 -0.06
H -5.041125 1.977921 -6.615726 -0.03 0.03 0.07
H -2.407591 2.082468 -4.877107 -0.04 0.06 -0.09
H -2.440047 2.491060 -6.626185 0.07 0.05 0.08
H -0.134688 2.236104 -6.131839 -0.01 0.06 -0.07
H -0.561215 0.705628 -6.920576 0.05 -0.06 -0.04
H 0.762366 -2.012241 -3.145230 -0.03 0.03 -0.03
H -0.064114 3.134112 -4.082940 0.02 -0.02 0.05
H 0.444870 2.702726 -2.442616 -0.01 0.00 0.01
H -1.258605 2.677917 -2.859048 0.01 -0.01 -0.02

# 2
108
Properties=species:S:1:pos:R:3:forces:R:3 method="wB97M-V/def2-TZVPD" orbital_gap_ev=6.77 energy_ev=-78765.5575 e_lumo_ev=-0.15 fmax_ev_per_a=1.67 relative_energy_kcal_mol=23.2
Y -0.112179 0.089945 0.354176 -0.66 0.91 -1.24
C -1.231514 3.654016 0.029066 -0.03 0.09 0.17
C -0.615404 4.417285 1.201413 0.28 -0.04 -0.27
C 0.271985 5.552712 0.668652 -0.13 0.00 0.11
C 0.108006 3.620930 2.293169 -0.09 0.04 0.08
C -0.157053 4.076534 3.580669 0.03 -0.02 -0.02
C 0.450835 3.526928 4.691507 0.05 0.02 0.10
C 1.368358 2.514912 4.516416 -0.04 0.05 0.04
C 1.668531 2.012603 3.252657 0.12 0.04 -0.02
C 2.662645 0.852997 3.259679 -0.13 -0.18 -0.31
C 3.604765 0.709440 2.061932 0.01 0.04 0.21
C 1.891697 -0.453852 3.468951 0.20 0.26 0.09
C 1.008677 2.540246 2.126832 0.19 0.30 0.10
N 1.199540 1.963915 0.831230 -0.24 -0.23 0.23
C 2.053098 2.609055 -0.004472 0.22 0.17 -0.14
C 2.986199 3.608564 0.360106 -0.10 -0.22 -0.02
C 3.820849 4.195446 -0.570332 0.06 0.05 -0.08
C 3.789744 3.831272 -1.912512 0.04 0.08 0.03
C 2.880539 2.863422 -2.316485 -0.06 -0.03 -0.07
C 2.056647 2.303897 -1.373654 -0.17 0.13 0.09
F 1.096959 1.386740 -1.791329 0.17 0.03 0.26
H -1.709875 4.368135 -0.646179 -0.05 -0.01 0.01
H -1.992309 2.969677 0.393307 -0.02 -0.08 -0.08
H -0.490373 3.101579 -0.544356 0.02 0.00 -0.05
H -1.455586 4.898556 1.710971 0.04 -0.04 0.03
H 1.058565 5.168517 0.023626 0.04 0.02 -0.03
H 0.735415 6.096488 1.492894 0.04 0.02 -0.02
H -0.331573 6.256254 0.090312 0.00 0.01 -0.02
H -0.870143 4.880877 3.719878 -0.02 0.01 -0.05
H 0.215387 3.890906 5.682952 -0.01 0.00 0.01
H 1.860593 2.087374 5.382877 0.04 -0.03 -0.01
H 3.298865 1.007324 4.137030 -0.07 0.03 0.01
H 3.068706 0.362127 1.181715 0.09 0.01 -0.06
H 4.375333 -0.028638 2.296690 0.01 0.00 0.02
H 4.097569 1.652400 1.829411 0.02 -0.01 -0.09
H 1.198309 -0.604751 2.639566 -0.05 -0.19 0.07
H 1.303920 -0.413067 4.385521 -0.10 -0.07 -0.04
H 2.572820 -1.306253 3.516703 -0.06 -0.06 -0.07
H 3.020477 3.917502 1.396406 0.00 0.01 0.02
H 4.508696 4.966031 -0.244862 0.02 -0.01 0.01
H 4.437674 4.310078 -2.632729 0.03 -0.03 -0.01
H 2.793552 2.557537 -3.351573 -0.03 -0.01 -0.01
C -1.836254 -3.043081 3.143377 -0.15 -0.01 0.00
C -0.847119 -3.999771 3.304159 0.00 -0.02 -0.01
C 0.238081 -3.985804 2.448666 0.18 -0.04 -0.03
C 0.363225 -2.993151 1.471008 -0.45 0.05 0.00
C -0.593546 -1.966970 1.313019 -0.06 -1.09 0.69
C -1.705695 -2.071811 2.163047 0.04 -0.11 -0.09
C 1.475343 -3.062594 0.502357 0.12 0.07 -0.15
C 1.999225 -4.336348 0.140780 0.17 -0.08 -0.10
C 2.940314 -4.437579 -0.834379 -0.07 0.10 0.11
C 3.398878 -3.264702 -1.474056 -0.07 0.08 0.12
C 4.346353 -3.296292 -2.518687 0.00 0.10 -0.09
C 4.725415 -2.140336 -3.143464 -0.01 -0.16 0.01
C 4.200071 -0.909335 -2.706450 -0.05 0.10 -0.04
C 3.307613 -0.851144 -1.671752 -0.05 0.06 0.01
C 2.851374 -2.031670 -1.045845 0.33 -0.08 -0.22
N 1.892798 -1.950346 -0.081347 -0.53 0.20 0.29
H -2.700509 -3.038482 3.796834 -0.05 -0.02 -0.01
H -0.926459 -4.754423 4.076424 0.04 0.02 0.03
H 1.013315 -4.730724 2.584792 0.02 -0.02 -0.05
H -2.520019 -1.365175 2.065352 0.00 0.01 0.09
H 1.608936 -5.221467 0.618608 -0.02 -0.01 0.02
H 3.338136 -5.396262 -1.145252 -0.04 -0.04 0.03
H 4.754144 -4.254550 -2.816962 0.00 0.00 -0.04
H 5.430551 -2.164891 -3.963572 0.03 0.00 0.02
H 4.507564 0.000795 -3.205953 0.03 0.06 0.10
H 2.940820 0.099741 -1.312702 0.03 -0.04 -0.03
O -3.148295 1.125127 3.365841 0.11 -0.02 0.00
C -2.522165 0.967106 2.330763 -0.46 0.08 -0.09
O -1.265624 0.871812 2.166751 0.51 -0.31 -0.60
C -3.338511 0.891720 1.026191 0.09 0.10 0.15
C -4.692331 1.192092 1.045433 0.01 -0.02 0.03
C -5.384088 1.247576 -0.153077 0.11 -0.04 -0.06
C -4.696352 0.972375 -1.327683 -0.09 0.03 0.10
C -3.354121 0.637101 -1.249045 0.07 -0.09 -0.15
N -2.677473 0.600408 -0.102016 0.19 0.01 0.22
H -5.150329 1.403276 2.001207 0.02 0.01 0.01
H -6.434045 1.510588 -0.175051 -0.01 0.01 0.00
H -5.185385 1.017447 -2.290869 0.02 -0.05 -0.02
H -2.798161 0.367542 -2.132600 0.01 0.03 0.00
C -0.261218 -0.854358 -5.555785 0.10 -0.19 0.01
N -0.551618 -0.304629 -4.242112 -0.08 0.17 0.05
C -1.112053 1.036468 -4.194597 -0.07 0.02 0.07
C -0.333277 -0.994541 -3.114388 0.18 -0.31 -0.14
C 0.288134 -2.358436 -3.247277 0.00 0.06 0.12
O -0.621691 -0.533110 -2.004283 0.12 0.31 0.84
H -0.642957 -0.177825 -6.315306 -0.03 0.03 0.04
H -0.740049 -1.823683 -5.693592 0.00 0.02 -0.02
H 0.814905 -0.966652 -5.706130 -0.02 -0.01 -0.04
H -2.166291 1.021848 -4.483360 0.01 0.02 -0.02
H -0.566333 1.684746 -4.880029 0.01 -0.01 0.02
H -1.022062 1.430072 -3.186880 0.03 0.02 -0.02
H -0.363548 -3.021239 -3.815161 -0.03 0.00 -0.01
H 0.420135 -2.763659 -2.247717 -0.02 -0.03 -0.02
H 1.256305 -2.295430 -3.747479 0.02 -0.02 -0.01
S -3.363188 -2.391874 -2.741926 0.06 0.03 -0.41
C -3.763825 -3.039603 -1.260157 -0.20 -0.01 -0.12
N -4.797209 -2.496863 -0.544572 0.27 -0.07 0.13
C -5.258594 -2.994358 0.629113 -0.07 -0.03 0.12
C -4.709612 -4.111538 1.161491 0.08 -0.04 0.10
C -3.612038 -4.704484 0.492496 -0.02 0.12 -0.06
C -3.150075 -4.181515 -0.675747 -0.01 -0.07 0.16
H -5.201555 -1.654233 -0.930782 0.00 0.00 -0.03
H -6.068698 -2.452196 1.095111 -0.01 0.02 -0.05
H -5.080581 -4.517858 2.088662 -0.03 0.05 0.04
H -3.130589 -5.571083 0.924781 0.01 -0.03 0.00
H -2.316999 -4.617412 -1.206040 0.02 0.01 0.01